The following is a quantum chemistry calculation of a gas-phase ion, C8H14NO (charge -1), from OMol25.

Geometry as XYZ:
```
24
Properties=species:S:1:pos:R:3:forces:R:3:mulliken_charge:R:1
O 0.1862 1.8064 -1.5531 -0.7598 -0.8612 0.6052 -0.864
N 0.1053 1.0851 -0.3772 -1.1663 0.3243 2.4396 -0.073
C -1.0298 0.4914 1.7951 -0.6478 1.6646 2.2175 -0.425
C 0.8025 -0.8969 0.9154 -0.9759 -3.0627 -1.6109 -1.238
C 2.1773 0.0544 -0.9285 -0.6273 1.0499 -0.0153 -1.855
C -2.1467 1.7446 -0.3287 0.0622 -1.0862 0.2665 -0.948
C -1.2572 1.0814 0.4437 2.6399 1.0708 -4.0540 0.143
C 0.7307 -0.2474 -0.4735 0.4390 1.2857 0.3418 1.913
C 0.0376 -1.0546 -1.5008 -0.3883 -0.9286 -3.3685 -1.827
C -0.5183 -0.9104 1.6732 -0.9857 -1.1639 -3.3919 -0.611
H -0.1097 -0.3925 -2.4517 0.7732 -1.0806 1.5214 0.330
H -0.4698 -1.5098 2.5560 0.0106 -0.0874 0.8796 0.404
H 0.5834 -2.0007 -1.7357 0.1422 0.7185 -0.2094 0.417
H 2.1520 0.9077 -1.6343 -0.1714 -0.7865 0.0350 0.410
H 1.5869 -0.4689 1.4471 1.2691 0.9865 1.2143 0.489
H 2.6876 0.4509 -0.0684 0.4788 0.0840 0.5197 0.423
H 2.7108 -0.7921 -1.3031 0.3281 -0.7093 -0.3551 0.348
H -3.0914 2.1892 -0.0949 -0.5256 -0.0920 0.6041 0.364
H -1.9724 0.4737 2.4604 1.2309 0.3965 -1.0117 0.280
H -1.2634 -1.4628 0.9274 1.2116 0.8554 1.6342 0.178
H -1.8420 1.7515 -1.3984 0.0139 0.5672 0.8049 0.256
H -0.2125 1.1475 2.3058 -1.4368 -1.0087 -0.5749 0.231
H 1.1176 -1.9997 0.7171 -0.3502 1.5251 0.3928 0.283
H -0.9648 -1.4478 -1.3930 -0.5647 0.3385 1.1152 0.373
```
Positions in Å, forces in eV/Å.

Calculated values
F_max in eV Å⁻¹: 4.95
Energy above the lowest of the compared OMol25 structures with the same formula, charge and spin in eV: 0.6027
Gap between HOMO and LUMO (alpha / beta) in Eh: 0.1930 / 0.1929
SMILES: C=C1CCCC(C)(C)N1[O-]
Total charge: -1